Entry 1:
The following is a DFT calculation (the ωB97M-V functional and the def2-TZVPD basis) of C40H36I2O2P2PdS2 as an isolated structure at a distorted geometry.

CARTESIAN COORDINATES (ANGSTROEM)
1 Pd 0.212 0.339 -0.323
2 O -2.685 -1.909 3.086
3 S -1.736 -1.521 2.009
4 C -0.093 -1.629 2.818
5 C 0.164 -2.767 3.567
6 C 1.302 -2.840 4.352
7 C 2.165 -1.759 4.414
8 C 1.895 -0.607 3.690
9 C 0.766 -0.520 2.874
10 P 0.408 0.952 1.831
11 C -1.045 1.654 2.687
12 C -1.987 2.343 1.928
13 C -3.101 2.907 2.532
14 C -3.293 2.768 3.899
15 C -2.371 2.063 4.661
16 C -1.251 1.508 4.059
17 C 1.762 2.098 2.277
18 C 3.004 1.869 1.680
19 C 4.064 2.732 1.897
20 C 3.889 3.859 2.694
21 C 2.658 4.101 3.280
22 C 1.600 3.219 3.083
23 C -1.608 -3.017 0.962
24 C -2.115 -4.171 1.537
25 C -2.111 -5.363 0.832
26 C -1.629 -5.394 -0.464
27 C -1.185 -4.224 -1.067
28 C -1.173 -3.012 -0.375
29 P -0.752 -1.442 -1.233
30 C -0.186 -2.028 -2.872
31 C 1.109 -2.540 -2.967
32 C 1.635 -2.908 -4.196
33 C 0.881 -2.743 -5.353
34 C -0.403 -2.226 -5.270
35 C -0.940 -1.879 -4.034
36 C -2.428 -0.765 -1.557
37 C -2.457 0.598 -1.863
38 C -3.657 1.278 -1.984
39 C -4.852 0.594 -1.792
40 C -4.835 -0.761 -1.499
41 C -3.629 -1.442 -1.380
42 H -0.538 -3.589 3.550
43 H 1.506 -3.736 4.925
44 H 3.049 -1.805 5.038
45 H 2.566 0.239 3.757
46 H -1.846 2.423 0.855
47 H -3.823 3.447 1.932
48 H -4.168 3.198 4.370
49 H -2.527 1.936 5.725
50 H -0.539 0.954 4.660
51 H 3.123 1.002 1.037
52 H 5.027 2.537 1.439
53 H 4.711 4.547 2.849
54 H 2.508 4.984 3.888
55 H 0.639 3.425 3.539
56 H -2.534 -4.106 2.535
57 H -2.497 -6.262 1.297
58 H -1.624 -6.320 -1.025
59 H -0.858 -4.248 -2.098
60 H 1.707 -2.643 -2.067
61 H 2.637 -3.315 -4.255
62 H 1.296 -3.018 -6.314
63 H -0.996 -2.098 -6.167
64 H -1.947 -1.483 -3.974
65 H -1.509 1.104 -2.026
66 H -3.658 2.337 -2.211
67 H -5.797 1.119 -1.866
68 H -5.767 -1.292 -1.351
69 H -3.632 -2.497 -1.129
70 I 0.227 4.526 -0.474
71 I -0.289 6.152 1.590
72 O 0.751 2.814 -2.476
73 S 1.631 1.642 -2.120
74 C 3.336 2.309 -2.105
75 C 3.973 2.037 -3.474
76 C 2.840 1.745 -4.461
77 C 1.911 0.811 -3.703
78 H 3.886 1.885 -1.266
79 H 3.178 3.371 -1.911
80 H 4.618 1.158 -3.409
81 H 4.594 2.875 -3.790
82 H 3.213 1.285 -5.376
83 H 2.308 2.659 -4.727
84 H 2.387 -0.149 -3.489
85 H 0.932 0.627 -4.141

Forces on atoms 1 to 6 (eV/Å):
1.0352 0.2465 -0.2473
-0.0316 -0.0489 0.0428
0.2015 -0.0326 -0.0400
-0.0253 0.1312 0.0405
-0.0810 0.0810 -0.0948
0.0739 -0.0838 0.0834

As for the spin multiplicity: 1. The value obtained for the maximum force is 0.021 hartree/bohr. The total energy is -106089.529 eV. The calculation puts the HOMO energy at -7.23 eV.

---

Entry 2:
The following is a DFT calculation (the ωB97M-V functional and the def2-TZVPD basis) of C20H22CuF6N5O5S2 as an isolated structure at a distorted geometry.

CARTESIAN COORDINATES (ANGSTROEM)
1 Cu 0.411 0.028 0.063
2 C 3.537 -0.705 2.308
3 F 3.158 -1.101 3.524
4 F 4.869 -0.621 2.372
5 F 3.118 -1.481 1.364
6 S 2.899 1.077 2.130
7 O 3.480 1.897 3.232
8 O 3.288 1.507 0.737
9 N 1.195 0.763 2.099
10 S 0.810 1.558 3.356
11 O 1.243 0.990 4.633
12 O 0.981 3.023 3.215
13 C -1.161 1.224 3.420
14 F -1.626 1.680 2.251
15 F -1.513 -0.045 3.627
16 F -1.744 1.953 4.383
17 C -3.263 1.600 -1.490
18 C -2.950 0.396 -0.601
19 O -1.838 -0.099 -0.648
20 N -3.904 -0.061 0.281
21 C -3.790 -1.218 1.205
22 H -2.815 1.395 -2.462
23 H -2.870 2.484 -0.988
24 H -4.325 1.608 -1.737
25 H -4.727 0.525 0.262
26 H -4.800 -1.529 1.471
27 H -3.175 -0.964 2.069
28 H -3.329 -1.998 0.600
29 N 1.817 -0.725 -1.826
30 C 1.901 -1.937 -2.458
31 C 2.818 -2.165 -3.497
32 C 3.712 -1.086 -3.856
33 C 3.659 0.114 -3.137
34 C 2.727 0.251 -2.127
35 H 1.187 -2.688 -2.152
36 H 2.853 -3.112 -4.014
37 H 4.511 -1.086 -4.584
38 H 4.300 0.963 -3.327
39 H 2.752 1.148 -1.525
40 N -0.172 -2.484 0.499
41 C -0.867 -3.365 -0.284
42 C -1.510 -4.434 0.244
43 C -1.428 -4.716 1.608
44 C -0.728 -3.818 2.440
45 C -0.080 -2.716 1.846
46 H -1.170 -3.036 -1.267
47 H -2.118 -5.055 -0.397
48 H -1.970 -5.541 2.046
49 H -0.590 -3.944 3.503
50 H 0.542 -2.031 2.402
51 N 0.362 2.124 -1.115
52 C -0.066 2.055 -2.423
53 C -0.600 3.111 -3.123
54 C -0.794 4.316 -2.443
55 C -0.344 4.433 -1.132
56 C 0.234 3.348 -0.511
57 H 0.106 1.089 -2.873
58 H -0.971 3.064 -4.136
59 H -1.288 5.131 -2.951
60 H -0.491 5.365 -0.608
61 H 0.548 3.542 0.504

Forces on atoms 1 to 6 (eV/Å):
0.1224 0.1203 -1.3189
1.1436 2.2321 2.6079
-0.6047 -0.5617 -0.5237
-0.4174 -0.2095 -0.9155
-0.3405 -0.7356 -0.7574
3.5523 2.2288 -2.8362

As for the spin multiplicity: 2. The value obtained for the maximum force is 0.159 hartree/bohr. The total energy is -121390.271 eV. The calculation puts the HOMO energy (spin up / spin down) at -12.52 / -12.51 eV. As for the net charge: +1.

---

Entry 3:
The following is a DFT calculation (the ωB97M-V functional and the def2-TZVPD basis) of an isolated ion of composition C3H8N3 and charge +1 at a distorted geometry.

CARTESIAN COORDINATES (ANGSTROEM)
1 C 0.977 -0.167 1.214
2 N 0.577 0.276 -0.221
3 C -0.489 1.327 -0.319
4 N -1.815 0.388 -0.864
5 C -1.297 -0.744 -0.999
6 N 0.044 -0.930 -0.814
7 H 1.584 0.484 1.816
8 H 0.086 -0.634 1.765
9 H 1.550 -1.071 1.193
10 H 1.287 0.700 -0.887
11 H -0.256 2.020 -1.090
12 H -0.703 1.787 0.593
13 H -1.936 -1.627 -0.920
14 H 0.392 -1.808 -0.465

Forces on atoms 1 to 6 (eV/Å):
-1.0393 -1.1105 0.4068
1.0006 -0.3409 0.6303
-3.1370 -3.2140 -2.4099
2.2365 2.8801 1.5265
-1.1359 -0.6875 1.3124
0.5743 0.5153 -0.9461

As for the spin multiplicity: 1. As for the SMILES: C[N@@H+]1CN=CN1. The value obtained for the maximum force is 0.099 hartree/bohr. The total energy is -7701.107 eV. The calculation puts the HOMO energy at -14.78 eV. As for the net charge: +1.

---

Entry 4:
The following is a DFT calculation (the ωB97M-V functional and the def2-TZVPD basis) of one molecule with the formula C5H11NS2 at a distorted geometry.

CARTESIAN COORDINATES (ANGSTROEM)
1 C -0.383 0.484 -2.345
2 S -1.120 -0.451 -1.026
3 C 0.097 -0.098 0.251
4 S 0.014 1.600 0.855
5 C -1.647 1.615 1.631
6 C 0.334 -1.088 1.316
7 C 1.419 -0.789 0.332
8 N 1.913 -1.714 -0.623
9 H -0.292 1.537 -2.122
10 H -1.036 0.362 -3.170
11 H 0.590 0.036 -2.636
12 H -1.726 0.993 2.503
13 H -2.421 1.395 0.921
14 H -1.698 2.637 1.978
15 H 0.613 -0.745 2.315
16 H -0.239 -1.993 1.302
17 H 2.201 -0.201 0.870
18 H 1.211 -2.351 -0.867
19 H 2.171 -1.230 -1.485

Forces on atoms 1 to 6 (eV/Å):
1.1636 -0.5010 -0.0594
0.3803 -0.4765 0.6811
-1.1387 1.8627 0.1143
-0.3150 -0.0044 -0.0329
1.1602 0.4517 -0.1531
0.4642 -0.9202 0.8565

As for the spin multiplicity: 1. As for the SMILES: CSC1(SC)C[C@H]1N. The value obtained for the maximum force is 0.043 hartree/bohr. The total energy is -28522.885 eV. The calculation puts the HOMO energy at -8.44 eV.

---

Entry 5:
The following is a DFT calculation (the ωB97M-V functional and the def2-TZVPD basis) of C50H67FN5S3SbTi as an isolated structure at a distorted geometry.

CARTESIAN COORDINATES (ANGSTROEM)
1 Ti -0.658 0.914 1.209
2 C 4.687 -1.062 2.356
3 C 4.021 -0.205 3.225
4 C 2.884 0.464 2.798
5 C 2.402 0.307 1.499
6 C 3.035 -0.598 0.658
7 C 4.177 -1.266 1.085
8 N 1.335 1.151 1.045
9 C 1.692 2.519 1.045
10 C 3.000 3.009 0.996
11 C 3.253 4.371 1.055
12 C 2.218 5.293 1.189
13 C 0.915 4.833 1.269
14 C 0.660 3.474 1.177
15 N -0.585 2.866 1.435
16 N -1.419 3.444 2.288
17 C -1.924 2.508 3.144
18 C -2.908 2.859 4.092
19 C -3.210 1.983 5.092
20 C -2.517 0.760 5.191
21 C -1.612 0.458 4.216
22 N -1.350 1.271 3.169
23 H 5.585 -1.576 2.671
24 H 4.394 -0.043 4.229
25 H 2.369 1.150 3.461
26 H 2.646 -0.769 -0.336
27 H 4.679 -1.948 0.409
28 H 3.825 2.311 0.926
29 H 4.278 4.718 1.010
30 H 2.429 6.352 1.246
31 H 0.081 5.508 1.410
32 H -3.365 3.836 4.015
33 H -3.957 2.244 5.831
34 H -2.693 0.071 6.002
35 H -1.027 -0.454 4.250
36 C 3.020 -5.477 1.582
37 C 2.459 -4.742 0.361
38 S 1.140 -3.529 0.629
39 C 0.083 -4.349 1.833
40 C 0.418 -4.115 3.332
41 S 1.477 -2.670 3.637
42 C 2.669 -3.375 4.788
43 C 3.408 -4.624 4.292
44 S 4.149 -4.521 2.642
45 H 3.587 -6.333 1.213
46 H 2.219 -5.874 2.204
47 H 2.106 -5.491 -0.351
48 H 3.252 -4.173 -0.130
49 H 0.057 -5.418 1.617
50 H -0.912 -3.961 1.617
51 H 0.922 -4.987 3.743
52 H -0.512 -4.009 3.889
53 H 2.209 -3.589 5.755
54 H 3.383 -2.562 4.931
55 H 2.775 -5.510 4.320
56 H 4.235 -4.817 4.977
57 C -1.990 -1.985 -3.907
58 C -2.050 -1.477 -2.466
59 C -2.542 -2.647 -1.596
60 C -2.885 -0.203 -2.333
61 C -3.653 0.220 -3.414
62 C -4.403 1.387 -3.368
63 C -4.412 2.136 -2.211
64 C -3.685 1.740 -1.090
65 C -3.833 2.571 0.170
66 C -3.453 4.035 -0.068
67 C -5.251 2.483 0.742
68 C -2.896 0.585 -1.163
69 N -2.120 0.176 -0.030
70 C -2.792 -0.660 0.861
71 C -4.173 -0.907 0.870
72 C -4.764 -1.732 1.812
73 C -4.005 -2.368 2.787
74 C -2.631 -2.181 2.785
75 C -2.074 -1.371 1.831
76 F -0.683 -1.212 1.799
77 H -1.224 -2.756 -3.988
78 H -1.761 -1.204 -4.631
79 H -2.942 -2.439 -4.196
80 H -1.037 -1.227 -2.132
81 H -2.206 -2.581 -0.564
82 H -3.634 -2.700 -1.595
83 H -2.160 -3.586 -2.000
84 H -3.669 -0.363 -4.322
85 H -4.975 1.701 -4.231
86 H -5.004 3.042 -2.163
87 H -3.156 2.164 0.919
88 H -4.172 4.524 -0.729
89 H -2.462 4.124 -0.514
90 H -3.438 4.579 0.878
91 H -5.992 2.765 -0.009
92 H -5.355 3.163 1.590
93 H -5.489 1.476 1.090
94 H -4.775 -0.446 0.098
95 H -5.836 -1.881 1.780
96 H -4.464 -3.004 3.530
97 H -1.995 -2.653 3.520
98 C 1.725 -2.243 -3.805
99 C 1.402 -0.848 -4.349
100 C 2.242 -0.543 -5.586
101 Sb 1.472 0.575 -2.714
102 C 3.338 1.509 -3.285
103 C 4.494 0.552 -2.990
104 C 3.574 2.843 -2.580
105 C 0.113 2.041 -3.577
106 C 0.635 2.813 -4.785
107 C -0.351 3.006 -2.482
108 H 1.542 -3.016 -4.559
109 H 1.136 -2.492 -2.919
110 H 2.780 -2.316 -3.522
111 H 0.353 -0.829 -4.642
112 H 3.312 -0.600 -5.377
113 H 2.040 0.442 -6.002
114 H 2.033 -1.277 -6.372
115 H 3.258 1.673 -4.361
116 H 4.608 0.408 -1.912
117 H 5.440 0.955 -3.367
118 H 4.357 -0.433 -3.441
119 H 2.735 3.535 -2.665
120 H 3.753 2.690 -1.514
121 H 4.457 3.345 -2.992
122 H -0.747 1.441 -3.891
123 H 1.469 3.465 -4.522
124 H -0.156 3.451 -5.193
125 H 0.967 2.158 -5.589
126 H 0.466 3.648 -2.139
127 H -0.739 2.479 -1.605
128 H -1.154 3.655 -2.847

Forces on atoms 1 to 6 (eV/Å):
0.5688 -1.3901 -0.5655
-0.0223 0.0559 0.0330
-0.0286 -0.0157 -0.0548
0.0104 0.0410 0.1008
-0.1706 0.1950 -0.1981
0.1126 -0.1029 0.0051

As for the spin multiplicity: 3. The value obtained for the maximum force is 0.031 hartree/bohr. The total energy is -125264.379 eV. The calculation puts the HOMO energy (spin up / spin down) at -6.99 / -7.10 eV.